Record 1
11
Properties=species:S:1:pos:R:3:forces:R:3 method="wB97M-V/def2-TZVPD" lumo_energy_ev="-1.54 / -1.54" gap_ev="8.05 / 8.05" energy_ev=-11473.75520 relative_energy_kj_mol=447.44
C 1.751 -1.308 0.439 -1.92 1.85 -0.42
C 0.735 -0.128 0.469 -2.53 -0.23 -0.19
F 1.138 0.965 -0.188 2.06 1.69 -1.52
C 0.320 0.552 1.860 -3.99 -2.29 -1.97
O -0.836 0.440 2.240 0.94 0.91 0.14
N 1.441 0.779 2.441 3.47 0.00 2.39
O 2.450 1.392 2.277 -0.56 0.55 -0.23
H 1.399 -1.953 1.242 0.44 -0.48 -0.26
H 1.605 -1.701 -0.579 0.56 -0.39 0.57
H 2.743 -0.881 0.608 -0.10 -0.39 -0.02
H -0.314 -0.212 -0.049 1.62 -1.24 1.50


Record 2
11
Properties=species:S:1:pos:R:3:forces:R:3 method="wB97M-V/def2-TZVPD" lumo_energy_ev=0.66 gap_ev=8.96 energy_ev=-29052.71511 relative_energy_kj_mol=31.54
F -0.536 -0.611 2.544 -0.24 0.27 0.97
C 0.007 0.592 2.077 -0.02 -0.75 0.49
C -0.092 0.428 0.607 0.92 1.28 -0.90
N -0.140 1.426 -0.199 0.24 -1.81 0.16
S 0.140 0.908 -1.808 -0.09 2.62 -0.49
C 0.189 -0.837 -1.718 -3.10 -1.19 0.19
S 0.139 -1.238 0.070 0.35 -0.25 -0.49
H 1.019 0.649 2.516 -0.14 -0.05 -0.73
H -0.533 1.454 2.439 -0.50 0.11 0.05
H 1.042 -1.150 -2.282 0.54 -0.64 0.04
H -0.808 -1.246 -2.179 2.04 0.42 0.70


Record 3
10
Properties=species:S:1:pos:R:3:forces:R:3 method="wB97M-V/def2-TZVPD" lumo_energy_ev="-7.77 / -7.77" total_charge=+1 gap_ev="8.39 / 8.39" energy_ev=-9972.98593 relative_energy_kj_mol=491.55
C -1.613 0.459 0.156 -7.63 12.61 -0.53
C 0.269 -0.067 0.112 -8.20 1.38 1.13
C 1.540 -0.454 -0.127 6.33 -2.87 -2.08
O -1.424 -0.693 0.303 9.71 -13.19 1.47
O -0.293 1.052 -0.089 -0.16 -0.82 -0.28
F 2.507 0.508 0.086 -1.27 0.12 0.06
H -2.478 0.335 -0.663 1.44 2.44 0.60
H -2.039 0.988 1.111 0.90 0.05 -1.73
H 1.904 -1.371 0.345 -0.56 -0.08 0.44
H 1.625 -0.756 -1.234 -0.56 0.37 0.92


Record 4
11
Properties=species:S:1:pos:R:3:forces:R:3 method="wB97M-V/def2-TZVPD" lumo_energy_ev=3.77 total_charge=-1 gap_ev=6.83 energy_ev=-20822.63095 relative_energy_kj_mol=220.46
C -1.396 -0.241 1.048 1.66 1.63 -2.06
C -0.274 0.789 0.671 -1.22 -0.95 1.16
C 0.599 0.777 -0.317 0.95 0.67 -3.03
O 1.454 1.515 -0.785 0.72 0.39 0.87
O 0.315 -0.360 -1.366 -0.80 -1.15 0.39
S 1.414 -0.734 -2.386 1.19 -1.00 0.24
F 2.459 -1.958 -1.603 -1.13 1.14 -0.57
H -0.928 -0.680 1.897 -0.67 -0.93 1.08
H -2.284 0.404 1.252 0.25 -1.21 -0.01
H -1.478 -0.994 0.194 -0.31 1.10 1.30
H 0.120 1.482 1.395 -0.63 0.33 0.63


Record 5
12
Properties=species:S:1:pos:R:3:forces:R:3 method="wB97M-V/def2-TZVPD" lumo_energy_ev=-6.87 total_charge=+1 gap_ev=7.38 energy_ev=-17273.72332
F 1.420 2.375 -0.853 -1.50 -2.78 0.92
O 0.285 -0.761 1.063 0.15 -1.90 0.14
C -0.869 -1.074 0.556 0.05 3.59 -0.72
C 0.736 0.827 -0.058 1.75 4.26 -3.64
O -1.679 -1.659 1.308 -1.98 -1.41 -0.68
O -1.222 -0.477 -0.538 -0.45 -1.43 0.37
C -0.160 0.284 -1.172 0.77 0.48 0.14
Pb -0.191 -2.124 2.736 0.93 -0.69 1.84
H 1.748 0.410 -0.098 -0.60 0.63 0.99
H 0.199 1.495 0.625 0.87 -0.73 0.36
H 0.388 -0.383 -1.843 -0.20 0.15 0.06
H -0.655 1.086 -1.725 0.20 -0.17 0.21


Record 6
9
Properties=species:S:1:pos:R:3:forces:R:3 method="wB97M-V/def2-TZVPD" lumo_energy_ev=0.25 gap_ev=8.41 energy_ev=-19374.23834 relative_energy_kj_mol=167.14
C -0.293 -0.487 -0.602 -1.22 0.03 -1.18
C 0.739 0.543 -0.414 -2.31 -0.80 2.08
C -0.522 -0.282 0.829 3.95 0.30 1.92
I 2.722 0.049 -0.457 0.25 -0.10 0.18
I -2.002 0.909 1.686 -0.07 -0.01 -0.47
H -1.252 -0.133 -0.995 0.54 -0.07 -1.16
H 0.115 -1.356 -1.102 -0.60 -0.74 0.52
H 0.482 1.541 -0.662 0.01 0.79 0.13
H 0.011 -0.784 1.715 -0.56 0.60 -2.02


Record 7
14
Properties=species:S:1:pos:R:3:forces:R:3 method="wB97M-V/def2-TZVPD" lumo_energy_ev="-6.25 / -6.26" total_charge=+1 gap_ev="5.64 / 5.63" energy_ev=-53259.44760 relative_energy_kj_mol=142.85
C -0.774 -1.978 -0.022 0.54 0.38 -0.47
C -2.773 -2.297 -2.774 -0.10 -0.28 0.27
C -2.105 -1.817 0.032 -1.78 1.27 0.41
N 0.132 -1.119 -0.563 -1.25 1.62 -0.34
I -1.243 -1.128 -3.473 -0.70 -0.44 -0.31
I -4.689 -1.528 -2.610 0.94 -0.73 -0.40
I -2.430 -4.331 -2.504 -0.30 0.74 -0.44
I -2.815 0.219 -0.214 0.38 -0.89 0.65
I -0.068 3.510 0.829 0.23 -0.11 -0.55
I -3.350 -3.266 0.973 0.61 0.90 -0.32
H -0.402 -2.901 0.412 0.41 -0.05 -0.42
H 0.613 3.347 -0.650 -0.23 0.10 0.53
H -0.079 -0.204 -1.060 -0.30 -1.70 1.50
H 0.957 -1.501 -0.918 1.53 -0.82 -0.12


Record 8
9
Properties=species:S:1:pos:R:3:forces:R:3 method="wB97M-V/def2-TZVPD" lumo_energy_ev=0.48 gap_ev=10.10 energy_ev=-12762.88237 relative_energy_kj_mol=254.64
C 1.203 -1.329 0.301 0.16 -0.29 0.04
C 0.760 -0.241 0.220 -0.16 1.13 0.01
N 0.149 0.922 0.330 0.62 0.33 -1.94
C -0.516 1.012 1.364 -3.01 3.00 2.70
H 1.729 -2.123 -0.010 1.44 -2.62 -0.51
H -0.532 0.256 2.176 -0.11 0.38 -0.50
H -1.141 1.997 1.462 1.09 -1.93 0.25
I -0.894 -1.343 -3.071 -0.11 0.04 -0.02
H -2.036 -0.507 -2.306 0.09 -0.05 -0.03


Record 9
11
Properties=species:S:1:pos:R:3:forces:R:3 method="wB97M-V/def2-TZVPD" lumo_energy_ev=0.07 gap_ev=9.23 energy_ev=-16859.53608 relative_energy_kj_mol=183.22
C 0.197 -0.943 0.636 2.51 -0.82 0.28
C -1.231 -0.912 0.202 -1.19 2.30 0.75
O -1.752 -1.826 -0.275 -0.87 -1.75 -0.81
N -2.392 0.407 0.412 2.86 -1.47 0.04
I -4.256 -0.216 0.064 -0.57 -0.02 -0.15
C -2.001 1.651 -0.035 2.27 -1.00 0.29
O -2.645 2.482 -0.597 -0.45 0.45 0.06
H 0.747 -0.011 0.805 -0.62 -0.07 0.21
H 0.434 -1.686 1.459 -1.21 1.25 -0.13
H 0.850 -1.529 -0.080 -1.25 0.95 -0.25
H -0.856 1.745 0.183 -1.49 0.18 -0.29


Record 10
11
Properties=species:S:1:pos:R:3:forces:R:3 method="wB97M-V/def2-TZVPD" lumo_energy_ev="-4.07 / -5.17" total_charge=+1 gap_ev="7.79 / 8.59" multiplicity=2 energy_ev=-12640.74109 relative_energy_kj_mol=0.00
O -0.931 -1.717 0.032 -0.17 0.37 0.63
Li 0.504 -2.028 -1.113 -0.18 0.07 0.20
C -1.238 -0.675 0.631 1.71 -0.51 -3.12
O -0.722 0.489 0.103 -0.45 0.27 0.98
C 0.148 0.454 -0.970 0.55 -0.12 -0.33
C 1.408 0.902 -0.887 -0.86 0.39 -0.36
H -0.334 0.151 -1.905 0.27 -0.11 0.11
H 2.030 0.914 -1.784 -0.24 0.00 0.24
H 1.757 1.480 -0.029 0.02 -0.67 0.02
In -2.034 -0.358 2.586 -0.15 0.58 1.62
H -0.589 0.389 3.336 -0.50 -0.25 0.00


Record 11
12
Properties=species:S:1:pos:R:3:forces:R:3 method="wB97M-V/def2-TZVPD" lumo_energy_ev="-10.47 / -13.73" total_charge=+2 gap_ev="7.22 / 3.89" multiplicity=2 energy_ev=-16515.19031 relative_energy_kj_mol=211.30
C -0.687 -0.495 0.279 -2.07 -0.13 -0.92
O -1.459 -1.132 0.981 6.50 -0.19 -6.87
O -0.529 0.816 0.396 2.87 1.18 0.24
C 0.412 1.197 -0.581 -3.69 2.67 1.18
O -0.626 -0.611 -1.302 1.31 0.98 0.37
C 0.057 0.463 -1.704 0.64 -4.58 0.51
In -2.694 -1.013 2.380 -5.44 0.28 5.88
H 0.592 0.426 -2.654 -0.79 0.30 -0.41
H 0.654 2.258 -0.566 0.68 -0.13 0.28
O 1.257 -0.952 0.769 0.21 3.45 -3.71
H 1.362 -0.968 1.727 0.47 0.45 0.53
H 1.660 0.011 0.275 -0.68 -4.29 2.93


Record 12
11
Properties=species:S:1:pos:R:3:forces:R:3 method="wB97M-V/def2-TZVPD" lumo_energy_ev="-9.98 / -12.24" total_charge=+2 gap_ev="11.38 / 8.44" multiplicity=2 energy_ev=-25623.97889 relative_energy_kj_mol=0.00
O -0.813 -0.902 -1.368 0.39 0.32 -0.42
K 3.711 -0.441 0.666 0.17 0.02 0.02
O 0.484 0.252 -0.065 -0.19 0.21 -0.55
C -0.608 -0.004 -0.492 1.04 -0.89 0.49
O -1.743 0.405 0.189 -0.78 -0.65 0.22
C -2.877 0.047 -0.316 -1.48 2.22 0.31
C -4.037 -0.049 0.542 0.72 -0.20 0.00
H -3.031 0.161 -1.401 0.46 -0.95 0.05
H -4.704 0.774 0.213 -0.02 -0.12 0.03
H -4.585 -0.965 0.264 -0.08 0.10 0.07
H -3.779 0.012 1.603 -0.22 -0.06 -0.21


Record 13
12
Properties=species:S:1:pos:R:3:forces:R:3 method="wB97M-V/def2-TZVPD" lumo_energy_ev=-9.10 total_charge=+2 gap_ev=7.06 energy_ev=-43123.50553 relative_energy_kj_mol=153.86
H -1.261 -0.008 -3.482 0.38 -1.35 0.20
C 0.306 1.394 2.162 -0.14 0.56 -0.09
C 0.679 0.298 1.208 0.14 -0.65 0.11
O 0.904 0.844 -0.065 0.36 -0.46 0.52
C 0.014 0.548 -1.066 -1.16 1.85 -1.45
O -0.515 1.531 -1.572 0.77 -2.91 0.34
O 0.496 1.321 3.359 0.11 -0.38 0.14
Lu -0.412 -1.505 -2.544 -0.47 2.97 0.21
H -0.151 2.303 1.723 0.11 -0.23 0.12
H -0.154 -0.430 1.218 0.10 0.15 -0.03
H 1.570 -0.228 1.582 -0.14 0.20 -0.14
Li 1.123 0.445 4.863 -0.06 0.25 0.08


Record 14
12
Properties=species:S:1:pos:R:3:forces:R:3 method="wB97M-V/def2-TZVPD" lumo_energy_ev=-4.40 total_charge=+1 gap_ev=7.27 energy_ev=-14962.58331 relative_energy_kj_mol=0.00
O 0.788 1.560 -0.461 1.08 0.82 0.66
C -0.217 0.876 -1.238 -0.63 -0.51 -0.65
C -0.364 -0.577 -0.769 0.19 0.18 -0.08
O -0.914 -2.515 2.756 1.78 0.45 2.08
C 0.018 -1.820 2.844 -2.89 -0.53 -3.85
O 0.759 -1.024 2.383 1.30 0.15 1.92
Li 1.266 3.238 -0.678 -0.16 -0.16 -0.10
Mg 1.215 0.010 0.606 -1.32 -0.36 -0.74
H 0.075 0.926 -2.303 -0.01 -0.01 0.34
H -1.168 1.429 -1.129 0.31 -0.24 0.03
H -0.052 -1.317 -1.520 -0.12 0.32 0.17
H -1.407 -0.787 -0.490 0.49 -0.11 0.21


Record 15
12
Properties=species:S:1:pos:R:3:forces:R:3 method="wB97M-V/def2-TZVPD" lumo_energy_ev=-4.61 total_charge=+1 gap_ev=7.11 energy_ev=-14959.74071 relative_energy_kj_mol=274.27
H 4.712 -0.326 0.546 -0.09 0.69 -0.34
C -1.720 -0.242 0.310 0.53 -0.52 0.12
C -0.544 0.417 -0.347 0.45 0.02 -0.17
O 0.334 -0.563 -0.829 -1.95 0.46 -0.96
C 1.549 -0.740 -0.205 0.82 -1.30 1.76
O 1.650 -1.789 0.408 0.39 1.65 -0.97
O -2.821 0.268 0.365 -0.64 0.60 -0.11
Mg 3.379 0.456 -0.243 0.33 -1.26 0.64
H -1.545 -1.242 0.755 -0.02 0.27 -0.13
H -0.077 1.064 0.419 -0.01 -0.09 -0.07
H -0.899 1.073 -1.158 0.07 -0.17 0.12
Li -4.018 1.624 -0.021 0.13 -0.34 0.12


Record 16
12
Properties=species:S:1:pos:R:3:forces:R:3 method="wB97M-V/def2-TZVPD" lumo_energy_ev=-0.93 gap_ev=5.87 energy_ev=-13938.49701 relative_energy_kj_mol=50.56
O 0.323 -0.287 0.656 0.51 0.45 1.11
C -1.047 -0.452 0.675 -0.12 -1.53 -1.42
C 0.813 1.071 0.472 -0.09 -1.28 -0.22
O -1.433 -1.610 0.507 0.24 0.54 0.54
O -1.755 0.594 0.697 -0.40 1.47 -0.07
C 0.770 1.359 -1.021 0.54 -0.48 2.22
H 1.863 1.092 0.791 -0.12 -0.31 0.06
H 0.324 1.742 1.203 -0.30 -0.20 -0.35
H -0.264 1.151 -1.382 1.15 1.01 -1.01
Na 1.585 -0.642 -2.333 -0.34 0.21 0.66
Li -1.528 2.150 -0.247 0.38 -0.69 0.50
H 1.755 1.870 -1.070 -1.47 0.81 -2.02


Record 17
12
Properties=species:S:1:pos:R:3:forces:R:3 method="wB97M-V/def2-TZVPD" lumo_energy_ev="-14.81 / -15.74" total_charge=+3 gap_ev="8.36 / 5.02" multiplicity=8 energy_ev=-31921.34218 relative_energy_kj_mol=0.00
O -0.212 0.646 -0.921 3.83 3.59 -2.09
C -0.968 0.435 0.191 -0.26 -1.86 0.03
C -1.864 -0.676 -0.138 0.65 1.20 1.52
H 0.201 0.211 1.175 -1.37 0.07 -0.68
H -1.533 1.309 0.563 0.48 -0.23 0.72
H -1.901 -0.925 -1.205 -0.10 -0.39 0.44
H -2.507 -1.098 0.632 -0.13 -0.08 -0.32
Tb 1.343 2.162 -1.342 -1.62 -2.33 1.30
O 2.389 1.016 0.258 -0.26 2.70 -0.51
C 2.061 0.011 0.866 -0.89 -3.66 -1.80
O 2.185 -1.167 0.721 -0.50 1.63 1.20
Li 0.805 -1.924 -0.800 0.18 -0.63 0.19


Record 18
12
Properties=species:S:1:pos:R:3:forces:R:3 method="wB97M-V/def2-TZVPD" lumo_energy_ev="-10.09 / -10.56" total_charge=+2 gap_ev="5.53 / 5.07" multiplicity=3 energy_ev=-39027.42406 relative_energy_kj_mol=474.24
O 0.544 -0.277 -1.373 -1.56 -4.11 1.42
C 0.731 -0.308 -0.126 -0.93 5.71 -2.29
C 0.999 2.350 -1.280 -1.50 2.82 -0.24
O 0.062 -0.605 0.914 -3.68 -4.66 -0.44
O 1.367 0.782 0.239 4.66 4.46 3.62
C 0.724 2.046 0.047 -0.89 -2.82 -3.06
H 1.770 3.121 -1.379 2.36 -2.08 -1.02
H 0.247 2.670 -2.003 -0.72 0.63 0.73
H 0.335 2.907 0.597 -0.09 -0.64 1.10
H -3.116 -2.890 0.043 0.17 0.08 0.08
Li -0.671 1.664 1.997 0.32 -0.26 0.08
Tm -1.621 -1.798 -0.370 1.87 0.86 0.02


Record 19
13
Properties=species:S:1:pos:R:3:forces:R:3 method="wB97M-V/def2-TZVPD" lumo_energy_ev="-20.77 / -24.48" total_charge=+4 gap_ev="7.08 / 3.32" multiplicity=6 energy_ev=-14093.26789
O 0.308 0.544 -0.114 5.30 -0.24 -0.17
C 1.343 -0.406 0.033 -10.56 -2.04 0.15
C -0.964 0.272 -0.181 -4.28 -0.19 1.18
O 2.447 0.134 -0.011 3.70 1.59 -0.16
O 1.020 -1.579 0.209 2.76 1.42 -0.22
C -1.883 1.413 -0.163 0.66 0.02 -0.50
Ru 4.239 0.266 0.088 3.25 1.27 -0.02
H -2.868 1.113 -0.528 -0.09 -0.03 0.03
H -1.458 2.243 -0.741 -0.24 0.07 0.20
Li 1.884 -3.244 0.514 -0.24 -1.68 0.25
O -1.421 -0.897 -0.039 1.11 -0.28 -0.52
H -0.683 -1.561 0.026 -1.34 0.05 0.00
H -1.965 1.703 0.909 -0.03 0.04 -0.22


Record 20
13
Properties=species:S:1:pos:R:3:forces:R:3 method="wB97M-V/def2-TZVPD" lumo_energy_ev="-12.97 / -12.77" total_charge=+3 gap_ev="7.86 / 8.06" multiplicity=7 energy_ev=-29443.94876 relative_energy_kj_mol=322.49
H -1.116 0.244 -1.559 -0.07 -0.13 0.22
C -1.264 0.148 -0.482 -1.12 0.80 -0.79
C -1.709 1.173 0.443 0.00 0.23 0.25
O -2.516 0.052 0.035 0.39 0.06 -0.10
H -1.362 1.138 1.476 -0.18 -0.01 -0.16
H -2.011 2.142 0.040 -0.01 -0.25 0.12
O 1.399 0.527 0.111 1.60 1.59 1.18
C 1.110 -0.649 0.205 -1.47 -1.10 -3.23
O -0.369 -0.867 0.058 0.80 -2.07 0.59
Sm 3.371 2.230 0.099 -0.62 0.07 0.06
H -0.460 -1.817 -0.299 -0.41 1.41 0.60
Li 3.284 -2.601 -0.105 -0.11 -0.72 0.00
O 1.643 -1.720 -0.021 1.20 0.13 1.25